One molecule with the formula C5H14N2, computed with ωB97M-V/def2-TZVPD.

Bonds (Å) are listed after each position.
Atoms and positions in Å:
1 C 0.103 0.131 -0.242  C2 1.470, C3 1.512, N6 1.798, N7 1.402
2 C 0.740 0.379 1.059  C1 1.470, C4 1.746, H11 1.083, H12 1.086
3 C 0.250 -1.259 -0.819  C1 1.512, H13 1.090, H14 1.088, H15 1.086
4 C 2.439 0.274 0.668  C2 1.746, H16 1.088, H17 1.087, H18 1.087
5 C -2.580 -0.409 0.129  N6 1.444, H19 1.107, H20 1.095, H21 1.094
6 N -1.445 0.315 0.654  C1 1.798, C5 1.444, H8 1.017
7 N 0.302 1.126 -1.210  C1 1.402, H9 1.010, H10 1.009
8 H -1.642 1.312 0.614  N6 1.017
9 H 0.202 2.079 -0.890  N7 1.010
10 H -0.079 0.936 -2.125  N7 1.009
11 H 0.565 -0.408 1.782  C2 1.083
12 H 0.628 1.394 1.429  C2 1.086
13 H -0.604 -1.478 -1.459  C3 1.090
14 H 1.150 -1.328 -1.426  C3 1.088
15 H 0.278 -2.007 -0.033  C3 1.086
16 H 2.950 0.418 1.617  C4 1.088
17 H 2.686 1.074 -0.025  C4 1.087
18 H 2.742 -0.691 0.270  C4 1.087
19 H -2.772 -0.228 -0.945  C5 1.107
20 H -3.490 -0.149 0.680  C5 1.095
21 H -2.422 -1.482 0.272  C5 1.094

Summary:
Net charge ... 0
Kohn-Sham gap ... 9.0545 eV
Electronic energy ... -308.345274 a.u.
2S+1 ... 1